ORCA calculation (ωB97M-V/def2-TZVPD) on a molecular structure, C28H30O3P3PmS at a distorted geometry.

Its HOMO-LUMO gap (alpha / beta) is 7.2 / 7.5 eV. For the lowest unoccupied orbital energy (alpha / beta), the calculation gives -6.570 / -6.276 eV. The max |F| is 0.0661 Eh/bohr. The value obtained for the highest occupied orbital energy (alpha / beta) is -13.7868 / -13.7833 eV.

Structure (ORCA input):
```
! wB97M-V def2-TZVPD RIJCOSX def2/J DEFGRID3
* xyz 2 5
Pm -0.25 -0.59 0.74
S 1.17 1.21 2.40
P 1.90 -2.86 1.17
P -0.84 -3.29 -0.41
P -0.80 2.31 -0.26
O -0.09 0.46 2.80
O 1.53 0.72 1.04
O 2.19 1.02 3.39
C 2.35 3.55 -2.61
C 2.14 -5.64 1.19
C -2.55 2.81 -0.52
C -5.26 3.64 -0.81
C -0.01 2.15 -2.85
C -2.49 -4.04 -0.25
C 0.36 5.59 1.81
C 1.51 3.46 -1.50
C 1.11 5.13 2.84
C 0.23 -4.76 -0.08
C 1.64 -2.79 3.01
C -4.73 3.44 0.48
C 3.62 -2.56 0.76
C 0.86 2.16 -3.91
C 0.77 -7.14 -0.17
C -0.14 -6.06 -0.43
C -0.15 3.32 1.12
C 1.36 3.75 2.95
C -0.43 4.68 1.05
C -3.36 3.19 0.58
C 1.87 -6.91 0.54
C -4.51 3.47 -1.97
C 2.07 2.83 -3.76
C -0.61 -3.07 -2.25
C 1.43 -4.56 0.73
C -3.16 3.06 -1.80
C 0.29 2.75 -1.60
C 0.72 2.88 2.14
H 4.07 -1.98 1.59
H -5.40 3.40 1.34
H -2.90 3.32 1.54
H -0.84 -3.97 -2.87
H 3.09 -5.52 1.76
H -2.56 -4.38 0.85
H -6.36 3.83 -0.91
H -1.09 4.99 0.33
H -3.26 -3.35 -0.48
H 1.74 4.00 -0.62
H 1.62 5.85 3.53
H -4.83 3.56 -2.98
H 3.64 -1.96 -0.14
H 2.85 2.77 -4.52
H -2.60 2.81 -2.66
H 0.47 -2.90 -2.43
H 2.40 -3.24 3.65
H 4.18 -3.48 0.59
H -0.89 1.48 -2.94
H -2.59 -4.97 -0.84
H 0.66 1.58 -4.86
H 1.55 -1.74 3.28
H -1.19 -2.24 -2.76
H 0.65 -8.11 -0.64
H -1.00 -6.20 -1.10
H 2.11 3.45 3.66
H 3.33 4.04 -2.45
H 0.68 -3.33 3.19
H 2.58 -7.69 0.63
H 0.14 6.69 1.68
*
```

Results of the Löwdin charge analysis, in e, for atoms 1 through 6: number 1, Pm, carries 1.55; number 2, S, carries 0.50; number 3, P, carries 0.82; number 4, P, carries 0.75; number 5, P, carries 1.01; number 6, O, carries -0.46

=====

ORCA calculation (ωB97M-V/def2-TZVPD) on 2 unconnected molecules or ions with the total composition C4H7NO2.

Its HOMO-LUMO gap is 11.0 eV. For the lowest unoccupied orbital energy, the calculation gives 0.743 eV. The max |F| is 0.0161 Eh/bohr. The value obtained for the highest occupied orbital energy is -10.2709 eV. Its SMILES is CC(=O)CN=C=O.[H][H].

Structure (ORCA input):
```
! wB97M-V def2-TZVPD RIJCOSX def2/J DEFGRID3
* xyz 0 1
O 0.57 -1.40 0.05
O 3.35 -0.36 0.72
N 1.44 1.06 0.75
C 2.35 0.25 0.71
C 0.03 0.86 0.57
C -1.77 -0.91 0.03
C -0.31 -0.58 0.19
H -0.51 1.12 1.49
H 0.52 0.63 -2.37
H -0.35 1.54 -0.20
H -2.13 -0.55 -0.94
H 1.09 0.76 -1.91
H -2.36 -0.41 0.81
H -1.91 -1.99 0.08
*
```

Results of the Löwdin charge analysis, in e, for atoms 1 through 6: number 1, O, carries 0.09; number 2, O, carries 0.16; number 3, N, carries 0.10; number 4, C, carries -0.34; number 5, C, carries -0.19; number 6, C, carries -0.01